{"formula": "C2H6N2O3", "method": "ωB97M-V/def2-TZVPD", "symbols": ["C", "N", "C", "N", "O", "O", "O", "H", "H", "H", "H", "H", "H"], "coordinates": [[-0.892, -1.184, -0.918], [0.562, 0.441, 0.180], [-0.678, 1.223, 0.142], [1.502, 0.642, 1.221], [-1.426, 0.778, -0.799], [0.228, -1.789, -1.313], [-0.922, 1.996, 1.055], [0.703, -2.150, -0.545], [1.020, 0.424, -0.727], [0.997, 0.499, 2.092], [1.770, 1.629, 1.239], [-1.619, -1.143, -1.716], [-1.245, -1.367, 0.090]], "atomic_forces_ev_per_a": [[-0.99, -0.02, -0.75], [-0.20, 0.64, 0.09], [1.16, -0.57, 1.86], [-0.10, 0.53, -0.09], [0.59, -1.43, -0.57], [-0.82, 0.45, 0.35], [0.01, -0.20, -1.00], [0.12, 0.55, -0.08], [0.00, 0.03, 0.32], [0.07, -0.04, -0.16], [-0.06, -0.13, 0.07], [0.09, -0.01, 0.04], [0.13, 0.20, -0.09]], "lumo_ev": -0.25, "de_lowest_kj_mol": 402.62, "gap_ha": 0.3353, "total_charge": 0, "total_energy_ha": -414.9423}